Entry from the Open Molecules 2025 dataset: a molecular structure, C2HCl2NO in a non-equilibrium geometry (ωB97M-V with the def2-TZVPD basis set).

Last column: Löwdin charge in e.
Positions of all 7 atoms, in Å:
C (0.8628, 1.1045, 0.3678)  -0.448
C (-0.9303, -1.3636, -0.2269)  -1.072
N (1.4574, 0.7443, -0.6133)  0.239
O (0.4608, 1.6426, 1.3166)  0.133
Cl (-2.3022, -0.7372, -0.9509)  0.555
Cl (-1.1542, -1.5458, 1.4162)  0.572
H (1.6058, 0.1551, -1.3095)  0.022

Calculated values
E_LUMO = -1.11 eV
Total charge = 0
Energy = -1127.0818 Eh
E_HOMO = -9.68 eV
Energy above the lowest of the compared OMol25 structures with the same formula, charge and spin = 244.9 kJ/mol
Kohn-Sham gap = 8.6 eV

---

Entry from the Open Molecules 2025 dataset: 2 unconnected molecules or ions with the total composition C2HCl3FN in a non-equilibrium geometry (ωB97M-V with the def2-TZVPD basis set).

Last column: Löwdin charge in e.
Positions of all 8 atoms, in Å:
C (0.5373, -0.0273, -0.0268)  -0.314
C (-0.8428, -0.2467, -0.0882)  -1.546
N (1.5616, -0.5230, 0.3391)  0.295
F (0.5363, 2.0635, -0.3232)  -0.441
Cl (-1.5056, 0.0908, -1.7371)  0.612
Cl (-1.3017, -1.9764, 0.2556)  0.581
Cl (-1.4585, 0.8013, 1.1573)  0.707
H (2.4735, -0.1820, 0.4233)  0.106

Calculated values
E_LUMO (alpha / beta) = -1.37 / -1.37 eV
Total charge = 0
Energy = -1611.8825 Eh
E_HOMO (alpha / beta) = -10.91 / -10.91 eV
Energy above the lowest of the compared OMol25 structures with the same formula, charge and spin = 254.0 kJ/mol
Kohn-Sham gap (alpha / beta) = 9.5 / 9.5 eV

---

Entry from the Open Molecules 2025 dataset: 2 unconnected molecules or ions with the total composition C2HCl3OS in a non-equilibrium geometry (ωB97M-V with the def2-TZVPD basis set).

Last column: Löwdin charge in e.
Positions of all 8 atoms, in Å:
S (2.2494, -1.7340, -1.2571)  0.633
C (1.4702, -0.7815, -0.1919)  -1.724
Cl (0.3416, -1.4062, 0.9184)  0.656
Cl (1.7862, 0.8995, -0.0954)  0.603
O (-2.1424, -0.3360, -0.1743)  -0.015
C (-1.5011, 0.6253, -0.0088)  -0.798
Cl (-1.4811, 1.5367, 1.5271)  0.557
H (-0.7229, 1.1963, -0.7180)  0.087

Calculated values
E_LUMO = -1.15 eV
Total charge = 0
Energy = -1930.7678 Eh
E_HOMO = -9.68 eV
Energy above the lowest of the compared OMol25 structures with the same formula, charge and spin = 44.7 kJ/mol
SMILES = S=C(Cl)Cl.O=CCl
Kohn-Sham gap = 8.5 eV

---

Entry from the Open Molecules 2025 dataset: 2 unconnected molecules or ions with the total composition C2HCl3OS in a non-equilibrium geometry (ωB97M-V with the def2-TZVPD basis set).

Last column: Löwdin charge in e.
Positions of all 8 atoms, in Å:
C (-0.7317, 1.9941, 0.7064)  -0.216
C (-2.6164, 0.4680, 0.1591)  -1.663
O (1.5030, 2.1731, -0.5448)  -0.554
S (0.4041, 1.2866, -0.2943)  0.778
Cl (-3.1852, -0.5041, 1.4636)  0.560
Cl (-2.1231, -0.5134, -1.1863)  0.552
Cl (-3.7388, 1.7549, -0.1292)  0.574
H (-1.3544, 2.4312, 1.3837)  -0.031

Calculated values
Multiplicity = 3
E_LUMO (alpha / beta) = -0.40 / -2.65 eV
Total charge = 0
Energy = -1930.5739 Eh
E_HOMO (alpha / beta) = -8.36 / -9.52 eV
Energy above the lowest of the compared OMol25 structures with the same formula, charge and spin = 273.6 kJ/mol
Kohn-Sham gap (alpha / beta) = 8.0 / 6.9 eV

---

Entry from the Open Molecules 2025 dataset: C2HClF2O in the gas phase in a non-equilibrium geometry (ωB97M-V with the def2-TZVPD basis set).

Last column: Löwdin charge in e.
Positions of all 7 atoms, in Å:
O (1.4925, -1.1939, 0.1869)  0.093
C (0.9575, -0.1870, -0.1660)  -0.197
C (-0.5643, 0.1690, 0.1309)  -0.815
F (-0.6902, 0.8620, 1.2868)  0.067
F (-1.0367, 0.9830, -0.8402)  0.033
Cl (-1.5867, -1.3646, 0.1000)  0.659
H (1.4279, 0.7314, -0.6985)  0.159

Calculated values
E_LUMO = -0.14 eV
Total charge = 0
Energy = -811.9487 Eh
E_HOMO = -11.17 eV
Energy above the lowest of the compared OMol25 structures with the same formula, charge and spin = 17.1 kJ/mol
SMILES = O=CC(F)(F)Cl
Kohn-Sham gap = 11.0 eV

---

Entry from the Open Molecules 2025 dataset: 2 unconnected molecules or ions with the total composition C2HClF2S in a non-equilibrium geometry (ωB97M-V with the def2-TZVPD basis set).

Last column: Löwdin charge in e.
Positions of all 7 atoms, in Å:
C (-0.5693, -0.5637, 0.0232)  -1.187
C (0.1322, 0.6658, -0.1043)  -0.267
F (0.2555, 1.3483, -1.1794)  0.153
F (2.0008, -0.2029, 0.0968)  -0.347
S (-0.8984, -1.1093, 1.5935)  0.756
Cl (-1.1405, -1.3344, -1.3609)  0.735
H (0.2197, 1.1963, 0.9310)  0.157

Calculated values
E_LUMO (alpha / beta) = -2.91 / -2.91 eV
Total charge = 0
Energy = -1134.7915 Eh
E_HOMO (alpha / beta) = -10.34 / -10.34 eV
Energy above the lowest of the compared OMol25 structures with the same formula, charge and spin = 270.1 kJ/mol
Kohn-Sham gap (alpha / beta) = 7.4 / 7.4 eV

---

Entry from the Open Molecules 2025 dataset: C2HClF4S in the gas phase in a non-equilibrium geometry (ωB97M-V with the def2-TZVPD basis set).

Last column: Löwdin charge in e.
Positions of all 9 atoms, in Å:
F (1.4149, -0.5919, -1.3962)  -0.089
C (0.5472, -0.7238, -0.3653)  -0.974
Cl (1.0154, -1.9727, 0.6881)  0.703
S (-1.1728, -1.1693, -1.2600)  0.929
C (-2.2862, -0.4193, 0.0155)  -0.926
F (-1.9391, 0.9011, 0.3000)  0.036
F (-3.4816, -0.4208, -0.4637)  0.136
F (-2.2310, -1.0377, 1.1858)  0.103
H (0.2059, 0.2960, -0.0838)  0.082

Calculated values
E_LUMO = 0.48 eV
Total charge = 0
Energy = -1334.6307 Eh
E_HOMO = -10.27 eV
Energy above the lowest of the compared OMol25 structures with the same formula, charge and spin = 0.7 kJ/mol
SMILES = F[C@H](Cl)SC(F)(F)F
Kohn-Sham gap = 10.7 eV

---

Entry from the Open Molecules 2025 dataset: 2 unconnected molecules or ions with the total composition C2HClFN in a non-equilibrium geometry (ωB97M-V with the def2-TZVPD basis set).

Last column: Löwdin charge in e.
Positions of all 6 atoms, in Å:
C (0.1476, 1.0046, 0.1686)  -0.274
C (0.5142, -0.2700, -0.2725)  -0.226
N (-0.1259, 2.0296, 0.6131)  0.221
F (0.5953, -0.6198, -1.5035)  0.133
Cl (-1.8799, -1.0477, 0.4835)  0.003
H (0.7486, -1.0966, 0.5107)  0.143

Calculated values
E_LUMO (alpha / beta) = -2.68 / -3.19 eV
Total charge = 0
Energy = -691.5037 Eh
E_HOMO (alpha / beta) = -10.79 / -10.44 eV
Energy above the lowest of the compared OMol25 structures with the same formula, charge and spin = 235.0 kJ/mol
Kohn-Sham gap (alpha / beta) = 8.1 / 7.2 eV

---

Q: energy of number 3 (C2HCl3OS)?
A: -1930.7678 Eh